Version A
{
  "formula": "HO5S2",
  "method": "wB97M-V/def2-TZVPD",
  "homo_energy_ev": -4.470,
  "lumo_ev": 3.513,
  "gap_ev": 8.0,
  "charge": -1,
  "elements": ["O", "O", "O", "O", "O", "S", "S", "H"],
  "xyz": [[-1.889, -0.596, -1.462], [-0.783, 0.959, 0.093], [-3.044, 0.139, 0.556], [1.201, -0.599, 0.314], [-1.195, -1.367, 0.662], [0.246, -1.850, -0.153], [-1.795, -0.115, -0.158], [0.356, 0.050, 0.132]],
  "lowdin_charge": [-0.33, -0.34, -0.34, -0.52, -0.59, 0.85, 0.31, -0.03]
}

Version B
{
  "formula": "HO5S2",
  "method": "wB97M-V/def2-TZVPD",
  "homo_energy_ev": -4.834,
  "lumo_ev": 3.570,
  "gap_ev": 8.4,
  "charge": -1,
  "elements": ["O", "O", "O", "O", "O", "S", "S", "H"],
  "xyz": [[-0.682, 0.996, -0.600], [-0.841, -1.602, -1.183], [-0.281, -0.265, 1.743], [1.280, -0.538, -1.239], [0.538, 2.202, 1.093], [-0.119, -0.495, -1.741], [0.491, 0.909, 0.411], [-0.387, -1.208, 1.516]],
  "lowdin_charge": [-0.58, -0.48, -0.39, -0.61, -0.47, 0.71, 0.82, -0.01]
}

Version C
{
  "formula": "HO5S2",
  "method": "wB97M-V/def2-TZVPD",
  "homo_energy_ev": -4.785,
  "lumo_ev": 3.756,
  "gap_ev": 8.5,
  "charge": -1,
  "elements": ["O", "O", "O", "O", "O", "S", "S", "H"],
  "xyz": [[-0.088, 1.897, -0.071], [-0.494, 0.562, -2.122], [-0.258, -1.220, 2.178], [1.200, -0.469, 0.012], [-1.427, -0.393, 0.281], [0.442, 1.015, -1.118], [-0.385, -0.085, 1.247], [1.010, -1.308, -0.408]],
  "lowdin_charge": [-0.57, -0.47, -0.51, -0.46, -0.48, 0.72, 0.75, 0.02]
}

What should be chosen as the least stable of them? Choose version C.

Version A
{
  "formula": "C8H14N",
  "method": "wB97M-V/def2-TZVPD",
  "homo_energy_ev": -13.618,
  "smiles": "C=C/C(C)=C(/C)C(C)=[NH2+]",
  "lumo_ev": -4.719,
  "gap_ev": 8.9,
  "charge": 1,
  "elements": ["C", "C", "C", "C", "C", "C", "C", "C", "N", "H", "H", "H", "H", "H", "H", "H", "H", "H", "H", "H", "H", "H", "H"],
  "xyz": [[2.588, 1.472, -0.536], [1.792, 0.828, 0.286], [0.981, -0.382, 0.071], [1.860, -1.596, -0.058], [-0.370, -0.448, 0.013], [-1.083, -1.731, -0.355], [-1.244, 0.641, 0.221], [-2.634, 0.430, 0.750], [-0.959, 1.890, -0.152], [2.932, 1.266, -1.547], [2.978, 2.418, -0.091], [1.655, 1.058, 1.320], [1.386, -2.211, -0.867], [1.962, -2.274, 0.775], [2.832, -1.348, -0.309], [-0.415, -2.561, -0.588], [-1.554, -1.573, -1.329], [-1.864, -2.103, 0.261], [-2.927, 1.258, 1.381], [-2.730, -0.583, 1.179], [-3.434, 0.675, -0.016], [-1.716, 2.635, -0.019], [-0.036, 2.238, -0.386]],
  "lowdin_charge": [0.05, -0.17, -0.17, 0.00, -0.19, -0.02, -0.22, 0.01, 0.23, 0.09, 0.09, 0.13, 0.10, 0.11, 0.06, 0.08, 0.11, 0.07, 0.09, 0.10, 0.14, 0.18, 0.12]
}

Version B
{
  "formula": "C8H14N",
  "method": "wB97M-V/def2-TZVPD",
  "homo_energy_ev": -12.986,
  "lumo_ev": -3.130,
  "gap_ev": 9.9,
  "charge": 1,
  "elements": ["C", "C", "C", "C", "C", "C", "C", "C", "N", "H", "H", "H", "H", "H", "H", "H", "H", "H", "H", "H", "H", "H", "H"],
  "xyz": [[-0.336, 1.461, -0.065], [-1.207, 0.376, -0.330], [-0.297, 2.624, -0.703], [-2.439, 0.074, -0.587], [0.642, 1.224, 1.159], [1.541, -0.057, 0.880], [-0.296, -1.319, -0.105], [0.588, -1.701, -1.329], [0.565, -1.208, 1.108], [0.467, 3.307, -0.407], [-1.142, 2.876, -1.282], [-2.899, -0.933, -0.458], [-3.052, 0.899, -0.887], [1.139, 2.139, 1.306], [0.058, 1.117, 2.016], [1.799, -0.042, -0.210], [2.414, -0.136, 1.576], [-1.082, -1.964, 0.088], [1.146, -2.582, -0.974], [1.346, -0.951, -1.738], [-0.139, -2.102, -2.196], [1.088, -2.069, 1.061], [0.097, -1.033, 2.077]],
  "lowdin_charge": [-0.29, -0.13, 0.12, 0.07, -0.07, -0.07, -0.19, -0.05, 0.04, 0.08, 0.08, 0.10, 0.08, 0.10, 0.10, 0.12, 0.15, 0.09, 0.08, 0.10, 0.15, 0.15, 0.23]
}

What should be chosen as the least stable of them? Choose version B.

Version A
{
  "formula": "C3H3ClO2",
  "method": "wB97M-V/def2-TZVPD",
  "homo_energy_ev": -9.517,
  "smiles": "C=C=O.O=CCl",
  "lumo_ev": 0.351,
  "gap_ev": 9.9,
  "elements": ["C", "C", "O", "H", "H", "O", "C", "Cl", "H"],
  "xyz": [[0.983, 0.281, -0.487], [1.732, -0.620, 0.160], [2.522, -1.362, 0.627], [0.501, -0.166, -1.367], [0.716, 1.216, -0.118], [-2.205, 0.650, -0.724], [-1.596, 0.361, 0.244], [-1.399, -1.371, 0.734], [-1.254, 1.011, 0.931]],
  "lowdin_charge": [-0.05, -0.24, 0.16, 0.09, 0.04, 0.04, -0.67, 0.59, 0.05]
}

Version B
{
  "formula": "C3H3ClO2",
  "method": "wB97M-V/def2-TZVPD",
  "homo_energy_ev": -10.015,
  "smiles": "O=C1O[C@H]1CCl",
  "lumo_ev": 0.691,
  "gap_ev": 10.7,
  "elements": ["O", "C", "O", "C", "C", "Cl", "H", "H", "H"],
  "xyz": [[3.384, -0.719, -0.659], [2.339, -0.767, -0.073], [1.804, -0.918, 1.092], [0.825, -0.651, 0.032], [0.142, 0.740, -0.052], [1.387, 1.930, 0.169], [0.445, -1.558, -0.330], [-0.385, 0.671, 0.934], [-0.454, 0.776, -1.028]],
  "lowdin_charge": [0.13, -0.51, 0.12, -0.20, -0.54, 0.66, 0.12, 0.09, 0.12]
}

What should be chosen as the least stable of them? Choose version B.

Version A
{
  "formula": "C5H5NOS",
  "method": "wB97M-V/def2-TZVPD",
  "homo_energy_ev": -7.915,
  "lumo_ev": 0.467,
  "gap_ev": 8.4,
  "elements": ["C", "C", "C", "C", "C", "H", "H", "H", "H", "H", "N", "O", "S"],
  "xyz": [[0.843, -0.677, -0.694], [-1.428, -0.365, -0.452], [-0.775, 0.424, 0.426], [-0.289, 1.765, 1.012], [0.515, 0.169, 0.384], [2.361, -2.123, 0.266], [-0.568, -2.269, -1.341], [-2.455, -0.245, -0.813], [-0.297, 2.661, 0.499], [-0.776, 1.976, 2.014], [-0.420, -1.020, -1.208], [1.016, 1.294, 0.907], [2.273, -1.590, -1.000]],
  "lowdin_charge": [-0.66, -0.08, -0.14, -0.08, -0.34, -0.11, 0.26, 0.11, 0.10, 0.14, -0.02, 0.05, 0.77]
}

Version B
{
  "formula": "C5H5NOS",
  "method": "wB97M-V/def2-TZVPD",
  "homo_energy_ev": -8.039,
  "lumo_ev": -1.952,
  "gap_ev": 6.1,
  "elements": ["C", "C", "C", "C", "C", "N", "O", "S", "H", "H", "H", "H", "H"],
  "xyz": [[2.367, -1.326, -0.087], [-1.473, -0.727, 0.178], [-1.185, -0.492, -1.104], [-0.652, 0.199, 1.025], [0.107, 0.908, -0.042], [3.358, -1.742, 0.334], [-0.264, 0.500, -1.270], [1.163, 2.243, 0.161], [-2.159, -1.447, 0.572], [-1.545, -0.948, -2.004], [-1.258, 0.878, 1.638], [0.010, -0.337, 1.719], [1.529, 2.290, -1.121]],
  "lowdin_charge": [-0.44, -0.02, -0.08, -0.13, -0.59, -0.21, 0.01, 0.99, 0.12, 0.14, 0.15, 0.15, -0.06]
}

Version C
{
  "formula": "C5H5NOS",
  "method": "wB97M-V/def2-TZVPD",
  "homo_energy_ev": -8.603,
  "smiles": "O=C/N=C1/CCC1=S",
  "lumo_ev": -0.916,
  "gap_ev": 7.7,
  "elements": ["O", "C", "N", "C", "C", "C", "C", "S", "H", "H", "H", "H", "H"],
  "xyz": [[1.995, -2.684, 0.049], [2.130, -1.621, -0.419], [1.057, -0.914, -0.913], [0.146, -0.249, -0.419], [-0.998, 0.599, -0.876], [-1.228, 1.233, 0.479], [-0.253, 0.253, 1.213], [-0.048, -0.131, 2.764], [3.069, -1.057, -0.648], [-0.928, 1.216, -1.847], [-1.785, -0.045, -0.850], [-2.363, 1.224, 0.671], [-0.795, 2.177, 0.796]],
  "lowdin_charge": [0.10, -0.37, 0.15, -0.20, -0.14, -0.22, -0.66, 0.72, 0.14, 0.16, 0.08, 0.14, 0.10]
}

What should be chosen as the least stable of them? Choose version A.

Version A
{
  "formula": "C4H10NO2PS",
  "method": "wB97M-V/def2-TZVPD",
  "homo_energy_ev": -8.356,
  "smiles": "OC(O)=CS.C/N=C/P",
  "lumo_ev": 0.664,
  "gap_ev": 9.0,
  "elements": ["O", "C", "O", "C", "S", "H", "H", "H", "H", "C", "N", "C", "P", "H", "H", "H", "H", "H", "H"],
  "xyz": [[1.855, -0.351, 0.774], [1.649, 0.049, -0.450], [1.537, -0.990, -1.228], [1.631, 1.341, -0.897], [1.722, 2.656, 0.262], [1.812, 0.351, 1.466], [2.073, -1.621, -0.741], [1.740, 1.709, -1.991], [0.464, 3.361, 0.043], [-1.950, 0.701, -0.483], [-1.269, -0.062, 0.533], [-1.145, -1.285, 0.160], [-0.217, -2.291, 1.417], [-2.291, -0.069, -1.304], [-2.790, 1.355, -0.069], [-1.276, 1.502, -0.909], [-1.493, -1.675, -0.740], [-1.377, -3.162, 1.806], [-0.674, -1.519, 2.350]],
  "lowdin_charge": [0.00, -0.67, 0.10, -0.50, 0.67, 0.12, 0.12, 0.10, -0.08, -0.17, -0.10, -0.47, 0.82, 0.10, 0.09, 0.07, 0.04, -0.08, -0.17]
}

Version B
{
  "formula": "C4H10NO2PS",
  "method": "wB97M-V/def2-TZVPD",
  "homo_energy_ev": [-8.535, -8.516],
  "lumo_ev": [-0.866, -0.861],
  "gap_ev": [7.7, 7.7],
  "elements": ["C", "C", "C", "C", "N", "O", "O", "P", "S", "H", "H", "H", "H", "H", "H", "H", "H", "H", "H"],
  "xyz": [[-1.362, 1.139, 0.377], [-0.262, 1.153, 1.527], [-1.159, 0.192, -1.845], [1.251, -2.261, 0.450], [-1.007, -0.007, -0.432], [1.044, 1.492, 0.970], [1.644, -0.982, 0.865], [1.476, 0.362, -0.104], [2.978, 0.692, -1.241], [-2.436, 1.115, 0.717], [-1.358, 2.118, -0.174], [-0.508, 1.864, 2.357], [-0.263, 0.222, 1.930], [-0.550, -0.534, -2.284], [-2.308, 0.089, -2.046], [-0.744, 1.152, -2.350], [1.872, -2.612, -0.330], [0.206, -2.278, 0.326], [1.485, -2.918, 1.288]],
  "lowdin_charge": [-0.26, -0.20, -0.23, -0.14, -0.12, -0.29, -0.36, 0.38, 0.31, 0.13, 0.11, 0.14, 0.06, 0.03, 0.11, 0.10, 0.07, 0.06, 0.09]
}

What should be chosen as the least stable of them? Choose version A.

Version A
{
  "formula": "CH3IN2O",
  "method": "wB97M-V/def2-TZVPD",
  "homo_energy_ev": [-9.434, -9.433],
  "smiles": "O=NI.C=N",
  "lumo_ev": [-1.044, -1.044],
  "gap_ev": [8.4, 8.4],
  "elements": ["O", "N", "I", "C", "N", "H", "H", "H"],
  "xyz": [[2.769, -2.374, 0.147], [2.510, -1.258, -0.082], [4.067, 0.191, 0.022], [0.029, 0.348, 0.067], [-0.141, -0.260, -1.011], [-0.481, 0.142, 1.012], [0.761, 1.146, 0.079], [-0.828, -1.013, -0.999]],
  "lowdin_charge": [-0.08, -0.46, 0.57, -0.19, 0.01, 0.07, 0.03, 0.04]
}

Version B
{
  "formula": "CH3IN2O",
  "method": "wB97M-V/def2-TZVPD",
  "homo_energy_ev": [-8.278, -8.486],
  "lumo_ev": [-0.540, -0.045],
  "gap_ev": [7.7, 8.4],
  "elements": ["C", "N", "N", "O", "I", "H", "H", "H"],
  "xyz": [[0.557, -1.607, 0.036], [-0.959, 2.197, 0.037], [-0.776, 1.039, 0.134], [-1.339, -0.027, 0.157], [1.763, 0.030, 0.103], [0.339, -1.909, -0.950], [0.470, -2.292, 0.761], [-0.055, 2.570, -0.279]],
  "lowdin_charge": [-0.53, 0.12, -0.44, -0.04, 0.94, -0.04, -0.07, 0.05]
}

What should be chosen as the least stable of them? Choose version B.